C4H6N2O | ωB97M-V with the def2-TZVPD basis set

Each line ends with the natural charge from an NBO analysis.
Positions of all 13 atoms, in Å:
1 H -1.82092 1.77622 1.26164  0.33
2 N -1.71134 0.77133 1.10198  -0.52
3 C -0.53458 0.51995 0.69540  0.15
4 C 0.64517 1.35071 0.41787  -0.37
5 C 1.61067 0.52995 -0.02965  0.06
6 N 1.19331 -0.79863 -0.07837  -0.63
7 C -0.11494 -0.91890 0.36747  0.63
8 O -0.75112 -1.93994 0.45708  -0.53
9 H 0.72188 2.42140 0.54926  0.23
10 H 2.61958 0.78033 -0.33515  0.22
11 H 1.74747 -1.58368 -0.37892  0.42
12 H -1.81294 -1.28874 -2.41550  -0.02
13 H -1.70793 -1.70128 -1.80547  0.02

Forces on atoms 1 to 6 (eV/Å):
H -0.017 -0.092 0.003
N 0.404 0.084 -0.114
C -0.297 0.052 0.107
C 0.106 -0.033 -0.045
C -0.077 0.133 0.049
N -0.037 -0.113 0.011

* charge: 0
* structure (SMILES): [H]/N=C1\C=CNC1=O.[H][H]
* HOMO-LUMO gap: 8.83 eV